C25H45BFO9S2 | ωB97M-V/def2-TZVPD

Each line ends with the Löwdin charge.
CARTESIAN COORDINATES (ANGSTROEM)
S -1.56503 4.53093 -7.89577  0.63
S -1.54987 4.70886 -1.62651  0.63
F 0.70644 -1.72447 -0.99811  -0.15
O -0.18510 4.53483 -1.18090  -0.28
O -2.33645 5.86918 -1.26344  -0.30
O -3.36353 1.07631 3.31890  -0.24
O -1.96036 4.55805 -6.50300  -0.29
O 1.43496 -3.18285 2.48600  -0.12
O 0.21866 -1.30082 1.87859  -0.06
O -2.50232 5.57058 -8.73025  -0.27
O -2.40004 3.36409 -1.27360  -0.26
O -1.45266 3.29568 -8.63942  -0.28
C 2.92347 -1.37045 1.73935  -0.21
C 0.63174 -4.00537 4.62319  -0.03
C 2.10246 -3.88344 -0.41843  -0.16
C 0.42566 -6.64314 6.48216  -0.10
C 1.03569 -2.72923 0.08149  -0.13
C 5.51328 -1.67213 2.66565  -0.27
C -2.45118 2.93056 0.07924  -0.28
C 0.72976 -5.18089 7.22036  -0.10
C -1.42970 -0.91186 3.88201  -0.04
C 0.21356 -6.79691 4.83555  -0.07
C -3.35050 3.81950 0.91902  -0.07
C 0.32113 -5.45455 3.89266  0.01
C 3.98372 -2.30023 2.59277  -0.18
C -0.50807 -1.95295 3.01386  -0.21
C 5.57622 -0.10547 3.14338  -0.15
C -0.03518 5.42408 -8.04393  -0.12
C -3.86009 -0.18641 2.38028  -0.10
C -3.82052 5.16632 -9.07618  -0.28
C -1.59306 4.55538 -3.39702  -0.14
C 1.26602 -5.32506 -0.55835  -0.15
C -4.74316 5.17265 -7.87081  -0.08
C 0.83418 -3.83469 6.27286  -0.03
C -2.21534 0.20825 2.73331  -0.11
C 3.69636 -0.89820 0.37459  -0.10
C 0.79773 -2.64054 3.73096  -0.19
B 1.44232 -2.04151 1.51662  -0.89
H 2.60565 -3.66635 -1.45237  0.11
H -1.24618 -2.71315 2.46732  0.17
H 4.59926 0.16875 3.73536  0.07
H 2.76080 -0.38645 2.39547  0.13
H 0.26649 5.44457 -9.09268  0.07
H 0.17801 -5.54614 2.73048  0.08
H -2.63342 4.48894 -3.72081  0.07
H 3.00836 -0.69977 -0.55024  0.08
H -1.50584 0.65445 1.79719  0.18
H 1.96110 -6.23426 -0.80231  0.06
H 5.69669 0.57059 2.18965  0.06
H 0.36487 -7.60722 7.17851  0.07
H 6.08503 -2.30275 3.49525  0.10
H 1.46619 -1.75974 4.12098  0.16
H 3.57961 -2.30000 3.71412  0.11
H 4.03952 -3.41759 2.24518  0.11
H -1.03216 3.66689 -3.69243  0.08
H 6.48388 0.01057 3.89827  0.07
H -5.77235 4.95128 -8.16615  0.08
H -3.45544 3.42229 1.93228  0.07
H -3.80721 4.18362 -9.55989  0.12
H -4.74701 0.52932 2.20737  0.11
H 2.86040 -4.04005 0.46931  0.10
H -1.13063 5.45033 -3.81918  0.07
H -4.43841 4.42240 -7.13587  0.07
H 0.44396 -5.19072 -1.41226  0.08
H 0.66751 -5.56008 0.43945  0.06
H 6.06089 -1.88408 1.64768  0.09
H -4.71652 6.14557 -7.36957  0.09
H 4.21311 0.14684 0.63217  0.07
H -4.34256 3.90469 0.46396  0.08
H -0.17678 6.43457 -7.65601  0.07
H -2.85830 1.91375 0.07768  0.11
H -3.53315 -0.10702 1.23218  0.05
H 1.05787 -2.74155 6.69280  0.09
H 0.00724 -3.30690 0.26605  0.14
H 0.71429 4.90013 -7.44664  0.08
H 0.88934 -5.08992 8.39126  0.07
H -1.44288 2.87326 0.50337  0.12
H -2.32936 -1.42565 4.44763  0.12
H -2.94357 4.83146 0.99802  0.07
H -4.19544 5.88360 -9.81414  0.12
H -0.81208 -0.21116 4.59740  0.12
H 0.02188 -7.81925 4.29650  0.07
H 4.55607 -1.63211 0.04064  0.08

The value obtained for the orbital gap is 6.630 eV. For the molecular weight, the calculation gives 583.57 g/mol. For the highest occupied orbital energy, the calculation gives -4.972 eV. Its charge is -1.



C25H45Br2ClN4O5P | ωB97M-V/def2-TZVPD

Each line ends with the Löwdin charge.
CARTESIAN COORDINATES (ANGSTROEM)
Br 0.16392 1.29273 0.69536  0.90
Br 1.29390 4.04697 -0.42038  0.83
Cl 3.86220 -0.11196 -1.22552  0.82
P 2.95677 -2.83636 -0.73417  0.91
O 2.50953 -4.04106 0.26356  -0.26
O -6.46728 1.60249 0.85134  -0.16
O -4.14898 -0.73898 1.90901  -0.13
O 2.26034 -3.22819 -2.18300  -0.28
O -1.66472 -2.78370 0.39878  -0.12
N 5.48889 0.54699 3.85439  -0.13
N 1.59124 -0.28838 -2.44840  0.10
N -1.28605 2.57792 -5.10827  0.00
N 0.22600 -1.66553 -0.34294  -0.08
C 1.59105 1.25452 -0.54374  -0.68
C 2.00299 -1.26122 1.31967  -0.24
C 2.08706 -0.12981 -1.01745  -0.66
C -8.33084 2.30951 -0.53617  -0.07
C -7.86874 1.82675 0.82845  -0.27
C 4.04836 0.68089 3.94024  -0.13
C -6.10212 0.23924 0.80437  -0.19
C -2.12970 -2.00122 1.50132  -0.15
C 1.69780 -1.40482 -0.19337  -0.46
C -4.58242 0.16427 0.90980  -0.17
C 0.14555 -0.64016 -2.64862  -0.21
C 2.03538 2.43609 -1.01895  -0.78
C -0.27244 -2.85400 0.33207  -0.24
C 3.11316 2.69662 -2.04640  -0.16
C 6.27803 1.12675 2.90430  -0.11
C 7.55573 -0.11926 4.24920  -0.10
C -1.79127 0.58123 -3.75686  -0.19
C 7.56684 0.73063 3.12377  -0.10
C 6.26449 -0.21332 4.67784  -0.11
C -0.34902 -1.69374 -1.68843  -0.12
C -2.25082 1.97325 -4.17937  -0.27
C -0.71617 0.63936 -2.67342  -0.16
C 3.32346 -0.51629 3.31429  -0.15
C -3.65499 -1.97492 1.45715  -0.18
C 3.15040 -0.37344 1.79076  -0.23
H 5.87042 -0.77230 5.50855  0.12
H 8.43147 1.01180 2.54781  0.09
H 3.07718 3.73880 -2.34723  0.06
H -2.41151 2.60950 -3.30729  0.12
H -1.42156 -1.52058 -1.60221  0.14
H 0.08806 -1.07087 -3.64824  0.16
H 0.15415 -2.94139 1.32980  0.13
H 8.40496 -0.60840 4.69401  0.10
H -6.44838 -0.19289 -0.14402  0.13
H 1.69977 0.62117 -2.89955  0.14
H -3.22073 1.87063 -4.66672  0.11
H -8.08251 2.59010 1.57836  0.12
H -1.73229 2.84392 -5.97299  0.07
H -8.05701 3.35245 -0.68647  0.07
H 3.96003 -1.38471 3.48899  0.12
H -4.13835 -0.08285 -0.05896  0.12
H -4.06486 -2.76913 2.08048  0.13
H 4.09631 2.53234 -1.61376  0.07
H -3.95876 -2.18883 0.42795  0.13
H -0.25702 -2.68762 -2.13700  0.12
H 3.02381 2.10220 -2.95432  0.07
H 3.77134 0.77440 4.98885  0.13
H -1.77525 -2.46235 2.42693  0.13
H -0.06203 -3.77518 -0.22402  0.12
H -4.23397 1.16209 1.17956  0.13
H 2.18319 -2.25402 1.73306  0.10
H -7.87018 1.72511 -1.33228  0.07
H -1.74434 -0.98152 1.42449  0.10
H 1.55484 -3.88220 -2.13258  0.06
H -8.41740 0.93108 1.12935  0.11
H 2.98806 0.67917 1.55851  0.09
H -9.41331 2.23021 -0.62730  0.08
H 2.36509 -0.68641 3.80594  0.12
H 1.08058 -0.92248 1.78946  0.07
H 2.20995 -0.93302 -2.94654  0.15
H 5.88927 1.78194 2.14400  0.11
H 4.08214 -0.70932 1.33812  0.09
H -0.09696 1.53221 -2.79746  0.11
H -2.64779 0.00312 -3.40300  0.12
H 3.78868 1.60588 3.42663  0.12
H -1.40637 0.07937 -4.64611  0.11
H -1.20218 0.72989 -1.70301  0.08
H -0.87710 3.41663 -4.72234  0.06
H 1.78819 -4.61809 -0.00219  0.06
H -6.56521 -0.32967 1.61455  0.13

The value obtained for the orbital gap is 7.197 eV. Its energy relative to the best compared isomer or geometry (same formula, charge and spin) is 0.000 eV. For the molecular weight, the calculation gives 707.89 g/mol. For the highest occupied orbital energy, the calculation gives -10.000 eV. Its charge is +1.



C25H45Cl2PV | ωB97M-V/def2-TZVPD

Each line ends with the Löwdin charge.
CARTESIAN COORDINATES (ANGSTROEM)
V 0.02861 -0.01259 1.96385  -0.08
Cl 2.12041 0.64131 2.63835  0.03
Cl -2.08889 0.91931 2.42275  0.00
P 0.08931 0.26751 -0.23345  0.98
C 0.15181 -2.67979 3.03565  -0.32
C -1.50529 -0.75309 5.37605  -0.23
C 2.86071 -0.18639 -0.86345  -0.21
C 1.08511 2.87931 0.27425  -0.23
C 0.88201 4.38241 0.03655  -0.20
C 0.10311 -1.82199 1.80485  -0.36
C -1.12179 -2.23829 5.25485  -0.23
C -1.84119 0.30551 -2.33075  -0.22
C -3.29969 0.01991 -2.71255  -0.20
C 0.58881 2.41831 -2.14805  -0.22
C 2.23381 -2.01319 -3.09975  -0.20
C -0.43489 0.16961 4.87825  -0.30
C -1.70479 -1.90029 -1.11695  -0.19
C 3.89791 -1.18539 -1.39435  -0.20
C 1.16031 4.77241 -1.42045  -0.21
C 3.66751 -1.52229 -2.87165  -0.21
C -3.56829 -1.48709 -2.79545  -0.21
C 0.33991 3.91451 -2.39245  -0.20
C -1.49849 -0.37879 -0.99215  -0.40
C 0.20771 2.06511 -0.69445  -0.41
C -0.50529 1.50181 4.89095  -0.09
C 1.21081 -0.99459 -2.57565  -0.21
C -1.17879 -2.77229 3.81665  -0.22
C -3.16739 -2.19119 -1.49355  -0.20
C 1.43541 -0.72469 -1.07525  -0.39
H 0.94641 5.83611 -1.57825  0.10
H 2.13911 2.61971 0.10415  0.11
H 1.52691 4.95361 0.71445  0.11
H 0.95411 -2.34809 3.70845  0.08
H 0.43041 -3.69409 2.70365  0.09
H -1.04259 -2.30779 -1.89165  0.10
H -3.31629 -3.27439 -1.58085  0.10
H -1.74629 -0.51819 6.42145  0.11
H 2.08541 -2.97099 -2.58045  0.12
H 0.19641 -1.34679 -2.77375  0.06
H 3.03741 0.01301 0.19485  0.05
H 1.37201 -1.68989 -0.54635  0.09
H -2.98999 -1.91499 -3.62745  0.11
H 2.05491 -2.19829 -4.16595  0.10
H -1.18359 -0.07999 -3.11885  0.10
H 0.85981 2.62291 1.31235  0.05
H 4.38811 -2.27579 -3.21115  0.10
H 1.64991 2.20771 -2.31035  0.10
H -1.80169 -2.82899 5.88115  0.09
H -4.62629 -1.67489 -3.01405  0.10
H -0.73019 4.12831 -2.26145  0.11
H 0.59201 4.16631 -3.42975  0.10
H -1.96069 -2.24019 3.25695  0.09
H -3.52909 0.50091 -3.67085  0.10
H 3.83861 -2.10899 -0.79955  0.12
H -3.81679 -1.84179 -0.67835  0.12
H 0.02831 1.81821 -2.86895  0.08
H 0.16221 -2.37079 0.85295  -0.01
H -2.23109 -0.01939 -0.25545  0.07
H 0.30321 2.12121 4.51285  0.03
H -0.83679 2.38211 -0.54385  0.11
H 2.96731 0.77611 -1.37775  0.10
H -0.15529 4.64111 0.29185  0.12
H 1.33951 -0.05179 -3.12145  0.10
H -3.96069 0.47091 -1.96185  0.12
H 3.83821 -0.62139 -3.47815  0.11
H 0.45421 -0.31679 4.47575  0.04
H -1.68049 1.38301 -2.25795  0.08
H -0.11159 -2.38419 5.65945  0.10
H -2.41179 -0.58679 4.77655  0.08
H -1.38029 2.02061 5.27845  0.06
H 2.22931 4.62801 -1.63415  0.11
H -1.46299 -2.41269 -0.18025  0.09
H -1.47329 -3.82859 3.83755  0.09
H 4.90521 -0.77839 -1.24695  0.10

The value obtained for the orbital gap (alpha / beta) is 5.865 / 5.804 eV. Its energy relative to the best compared isomer or geometry (same formula, charge and spin) is 0.000 eV. Its spin multiplicity is 3. For the molecular weight, the calculation gives 498.46 g/mol. The expectation value of S² is 2.13. For the highest occupied orbital energy (alpha / beta), the calculation gives -3.104 / -3.044 eV. Its charge is -1.